ORCA calculation (wB97M-V/def2-TZVPD) on C25H28N4O as an isolated structure in a non-equilibrium geometry.

Structure (XYZ):
```
58
Properties=species:S:1:pos:R:3:forces:R:3:nbo_charge:R:1
C -3.274 -3.202 1.616 -2.9 -1.2 -5.3 -0.22
H -3.487 -2.337 2.104 -0.6 2.3 1.6 0.20
O -2.838 -2.764 0.181 -8.8 -7.8 2.8 -0.49
C -1.952 -1.973 -0.023 -0.3 1.5 -8.0 0.31
C -1.222 -1.534 0.858 4.7 4.2 14.0 -0.28
C -0.317 -0.526 0.748 3.5 0.9 4.8 -0.19
C -0.117 -0.199 -0.453 2.8 4.9 -12.4 -0.01
C -0.800 -0.651 -1.744 -2.7 -3.8 10.8 -0.24
C -1.817 -1.576 -1.430 3.5 1.0 1.2 -0.05
C -2.536 -2.295 -2.423 -4.3 -0.2 -3.6 -0.65
H -2.427 -1.600 -3.364 0.2 -2.1 1.0 0.22
H -3.740 -2.061 -2.291 2.7 -1.3 0.1 0.22
H -2.326 -3.495 -2.577 -0.6 3.3 0.4 0.25
H -0.574 -0.322 -2.619 1.4 2.0 -5.4 0.19
C 1.053 0.909 -1.066 -1.3 -2.4 17.9 -0.02
C 2.299 0.303 -0.390 -0.5 2.9 -1.2 0.16
C 3.358 0.795 0.287 -5.2 11.1 2.2 -0.03
C 4.343 -0.033 0.509 6.0 3.3 2.1 -0.12
C 5.710 0.167 1.026 -3.4 -3.8 0.4 -0.21
C 6.371 -1.017 1.190 1.2 -1.0 -3.5 -0.20
C 5.955 -2.232 0.319 3.3 0.0 4.7 -0.23
C 4.677 -2.200 -0.100 2.6 -6.1 -4.0 -0.21
C 3.982 -1.053 -0.187 -2.4 -5.4 -1.9 0.05
N 2.702 -0.894 -0.639 -2.1 -6.6 -5.9 -0.48
H 2.212 -1.449 -1.558 2.1 1.6 3.8 0.41
H 4.571 -3.172 -0.778 -1.1 2.1 1.4 0.21
H 6.663 -3.274 0.418 -2.3 3.2 -0.6 0.22
H 7.391 -0.892 1.549 -0.1 -0.7 0.4 0.20
H 5.840 0.919 1.717 0.8 2.1 0.9 0.21
C 3.173 2.326 0.753 3.0 -0.3 -13.7 -0.35
C 2.084 3.112 -0.263 -0.6 -3.5 2.4 -0.21
N 0.834 2.165 -0.360 4.1 2.0 2.3 -0.48
C -0.287 2.944 -0.668 -2.2 -1.1 -2.1 -0.21
C -1.577 2.417 0.134 -0.4 7.9 -4.6 -0.42
H -1.950 3.353 0.698 0.0 -0.9 -1.1 0.20
H -1.219 2.012 0.940 1.5 -4.2 3.9 0.23
C -2.670 1.967 -0.843 5.3 -8.0 10.7 -0.11
N -3.590 1.195 0.414 -1.0 0.6 -9.2 -0.19
C -4.554 0.374 -0.283 -1.2 0.3 4.9 -0.12
C -5.261 -0.088 0.902 0.8 -4.2 -1.9 -0.34
C -4.399 0.295 2.049 -5.0 -1.2 -4.2 -0.09
N -3.685 1.280 1.712 4.3 1.5 -1.1 -0.23
H -4.742 0.184 2.969 -1.0 -0.6 4.3 0.19
H -5.992 -1.071 0.859 1.8 2.9 0.3 0.21
H -4.813 0.242 -1.419 1.1 0.6 2.6 0.25
H -3.110 2.698 -1.170 -5.1 7.3 -3.9 0.17
H -2.216 1.192 -1.406 -0.7 -0.8 -0.9 0.23
H -0.386 2.553 -1.715 -1.3 1.4 -0.3 0.14
H -0.101 4.067 -0.707 -0.4 -1.6 0.3 0.21
H 1.683 4.052 0.231 0.9 -1.1 -0.9 0.21
H 2.516 3.184 -1.276 0.1 0.6 0.4 0.18
H 4.096 2.972 0.560 -0.6 -1.2 0.2 0.18
H 2.992 2.452 1.624 -2.9 1.3 11.0 0.16
H 1.147 1.009 -1.940 0.8 0.8 -12.9 0.14
H 0.448 -0.062 1.597 -2.4 -1.4 -2.1 0.24
H -1.375 -1.512 2.255 -0.3 -1.3 -4.4 0.19
H -2.511 -3.755 1.969 2.6 -1.7 1.5 0.18
H -4.236 -3.896 1.507 2.2 1.7 -0.2 0.20
```
Positions in Å, forces in eV/Å.

Molar mass = 400.5 g mol⁻¹
Relative energy (zero: lowest compared OMol25 entry of this formula, charge and spin) = 20.228 eV
HOMO-LUMO gap = 7.92 eV
F_max = 0.3516 hartree/bohr
Highest occupied orbital energy = -7.349 eV
Total charge = 0
E = -1262.9671 Eh